A molecular structure, C31H34F2N4RhSi at a distorted geometry. Source: OMol25; level of theory: ωB97M-V/def2-TZVPD.

Geometry as ORCA input:
```
! wB97M-V def2-TZVPD RIJCOSX def2/J DEFGRID3
* xyz 1 1
Rh -0.36 0.21 -0.06
C -2.82 0.38 5.13
C -1.55 -0.14 5.35
C -0.61 -0.13 4.36
C -0.92 0.41 3.09
C -2.19 0.96 2.88
C -3.13 0.94 3.89
N 0.03 0.39 2.10
N 1.26 0.29 2.44
C 2.25 0.18 1.57
C 3.58 0.11 2.05
C 4.61 0.00 1.16
C 4.32 -0.01 -0.21
C 3.00 0.06 -0.61
N 1.98 0.12 0.23
H -3.57 0.36 5.91
H -1.30 -0.55 6.32
H 0.38 -0.53 4.51
H -2.43 1.43 1.94
H -4.10 1.36 3.71
H 3.74 0.15 3.12
H 5.63 -0.06 1.51
H 5.11 -0.07 -0.94
H 2.76 0.08 -1.67
C -0.03 0.01 -2.13
Si -1.63 -0.82 -2.71
C -1.69 -2.31 -1.43
N -1.46 -1.83 -0.09
C -2.70 -1.50 0.64
C -2.86 -2.31 1.93
C -2.63 -3.79 1.61
C -1.21 -4.00 1.06
C -0.55 -2.66 0.69
C -3.20 0.23 -2.67
C -3.12 1.61 -2.84
C -4.26 2.39 -2.87
C -5.51 1.80 -2.76
C -5.61 0.43 -2.61
C -4.46 -0.34 -2.56
C -1.36 -1.57 -4.43
C -0.44 -2.59 -4.64
C -0.25 -3.14 -5.89
C -0.97 -2.65 -6.97
C -1.87 -1.62 -6.79
C -2.07 -1.08 -5.53
H 0.23 0.92 -2.65
H 0.80 -0.70 -2.25
H -0.91 -3.00 -1.72
H -2.64 -2.83 -1.50
H -3.55 -1.70 -0.02
H -2.72 -0.43 0.88
H -3.86 -2.15 2.33
H -2.16 -1.98 2.70
H -3.38 -4.11 0.88
H -2.79 -4.39 2.51
H -1.25 -4.64 0.18
H -0.58 -4.50 1.80
H 0.36 -2.84 0.11
H -0.27 -2.13 1.61
H -2.16 2.08 -2.95
H -4.18 3.46 -2.99
H -6.40 2.41 -2.79
H -6.58 -0.04 -2.53
H -4.56 -1.42 -2.46
H 0.13 -2.98 -3.81
H 0.46 -3.93 -6.03
H -0.83 -3.07 -7.95
H -2.43 -1.23 -7.62
H -2.77 -0.27 -5.38
F -0.24 2.86 0.80
C -0.73 2.20 -0.28
F -2.09 2.32 -0.21
H -0.39 2.74 -1.18
*
```

Calculated values
E_tot	-2020.1949	Eh